Entry 1:
DFT (ωB97M-V with the def2-TZVPD basis set) results for a structure of composition C3H3BrO2.

Cartesian coordinates (Å):
1 C -1.537 -0.427 -0.011
2 C -0.249 -0.345 -0.731
3 C 1.076 0.382 0.609
4 O -2.252 -0.994 0.699
5 O -1.330 0.637 -0.712
6 Br 2.752 -0.123 -0.055
7 H 0.151 -0.494 -1.721
8 H 0.654 -0.085 1.400
9 H 0.735 1.449 0.522

Calculated values
**ΔE to the lowest compared entry with this formula, charge and spin**: 288.5 kJ/mol
**2S+1**: 1
**DFT total energy**: -77293.2738 eV

Mulliken atomic charge list, values in e, 4 entries: atom 1 (C): 0.659, atom 2 (C): -0.284, atom 3 (C): -0.625, atom 4 (O): -0.448


Entry 2:
DFT (ωB97M-V with the def2-TZVPD basis set) results for a cluster of 2 separate species, C3H3BrO2 in total.

Cartesian coordinates (Å):
1 C 0.485 1.802 -0.064
2 C 0.297 -1.349 -0.128
3 C -0.668 -0.305 0.119
4 O 1.647 1.660 -0.031
5 O -0.200 -1.031 1.197
6 Br -2.419 0.047 -0.258
7 H -0.305 2.567 0.038
8 H -0.081 -2.283 -0.376
9 H 1.243 -1.107 -0.497

Calculated values
**ΔE to the lowest compared entry with this formula, charge and spin**: 411.8 kJ/mol
**2S+1**: 1
**DFT total energy**: -77291.9959 eV

Mulliken atomic charge list, values in e, 4 entries: atom 1 (C): 0.173, atom 2 (C): -0.151, atom 3 (C): -0.039, atom 4 (O): -0.337


Entry 3:
DFT (ωB97M-V with the def2-TZVPD basis set) results for a cluster of 2 separate species, C3H3BrO2S in total.

Cartesian coordinates (Å):
1 C -0.562 1.389 -0.381
2 C -0.918 0.012 -0.262
3 C 0.723 1.614 0.096
4 O 0.558 -2.770 1.377
5 O 1.395 -2.645 -0.939
6 S 0.305 -2.825 -0.009
7 Br -2.760 -0.188 0.178
8 H -1.309 2.152 -0.723
9 H 1.489 0.717 0.311
10 H 1.078 2.545 0.351

Calculated values
**ΔE to the lowest compared entry with this formula, charge and spin**: 0.0 kJ/mol
**⟨S²⟩**: 2.05
**2S+1**: 3
**DFT total energy**: -88126.8263 eV

Mulliken atomic charge list, values in e, 4 entries: atom 1 (C): -0.011, atom 2 (C): -0.028, atom 3 (C): -0.701, atom 4 (O): -0.334


Entry 4:
DFT (ωB97M-V with the def2-TZVPD basis set) results for an isolated molecule of C3H3BrOS.

Cartesian coordinates (Å):
1 C 0.359 -0.691 0.880
2 C -0.119 -0.473 -0.519
3 O -0.581 -1.281 -1.269
4 C -0.345 1.016 -0.664
5 S -1.124 1.900 0.441
6 Br 0.167 1.764 -2.561
7 H -0.264 -0.797 1.801
8 H 0.933 -1.587 0.843
9 H 0.974 0.148 1.048

Calculated values
**ΔE to the lowest compared entry with this formula, charge and spin**: 48.5 kJ/mol
**SMILES**: CC(=O)C(=S)Br
**2S+1**: 1
**DFT total energy**: -86083.0226 eV

Mulliken atomic charge list, values in e, 4 entries: atom 1 (C): -1.135, atom 2 (C): 0.735, atom 3 (O): -0.446, atom 4 (C): 0.049


Entry 5:
DFT (ωB97M-V with the def2-TZVPD basis set) results for an isolated molecule of C3H3BrOS.

Cartesian coordinates (Å):
1 O 0.574 1.878 -0.389
2 C 0.866 0.911 0.205
3 Br 3.010 0.604 0.843
4 C 0.000 -0.286 0.325
5 C -1.119 -0.369 -0.446
6 S -2.691 -1.003 -0.241
7 H -0.345 -0.397 1.321
8 H 0.451 -1.233 -0.075
9 H -0.746 -0.105 -1.543

Calculated values
**ΔE to the lowest compared entry with this formula, charge and spin**: 113.2 kJ/mol
**SMILES**: O=C(Br)CC=S
**2S+1**: 1
**DFT total energy**: -86082.3520 eV

Mulliken atomic charge list, values in e, 4 entries: atom 1 (O): -0.323, atom 2 (C): 0.377, atom 3 (Br): -0.257, atom 4 (C): -0.039


Entry 6:
DFT (ωB97M-V with the def2-TZVPD basis set) results for a structure of composition C3H3Cl2F.

Cartesian coordinates (Å):
1 C -1.467 0.017 -0.324
2 C -0.418 0.046 0.451
3 C 0.802 0.911 0.068
4 F 0.669 1.553 -1.079
5 Cl 2.314 0.463 0.547
6 Cl 2.284 -2.176 0.380
7 H -2.124 -0.787 -0.159
8 H -1.630 0.510 -1.317
9 H -0.431 -0.537 1.433

Calculated values
**ΔE to the lowest compared entry with this formula, charge and spin**: 312.8 kJ/mol
**2S+1**: 1
**DFT total energy**: -30918.0730 eV

Mulliken atomic charge list, values in e, 4 entries: atom 1 (C): -0.700, atom 2 (C): -0.037, atom 3 (C): 0.449, atom 4 (F): -0.169


Entry 7:
DFT (ωB97M-V with the def2-TZVPD basis set) results for an isolated molecule of C3H3Cl2F.

Cartesian coordinates (Å):
1 C 1.167 0.888 0.179
2 C 0.386 -0.210 -0.184
3 Cl 1.664 -1.069 -1.146
4 C -1.110 -0.573 0.137
5 F -1.227 -1.814 0.522
6 Cl -2.185 -0.158 -1.283
7 H 0.511 1.733 0.742
8 H 2.179 1.113 0.032
9 H -1.385 0.090 1.001

Calculated values
**ΔE to the lowest compared entry with this formula, charge and spin**: 151.2 kJ/mol
**SMILES**: C=C(Cl)[C@H](F)Cl
**2S+1**: 1
**DFT total energy**: -30919.7479 eV

Mulliken atomic charge list, values in e, 4 entries: atom 1 (C): -0.633, atom 2 (C): 0.261, atom 3 (Cl): -0.234, atom 4 (C): 0.240


Entry 8:
DFT (ωB97M-V with the def2-TZVPD basis set) results for an isolated molecule of C3H3Cl2F.

Cartesian coordinates (Å):
1 C -1.293 -0.422 -0.504
2 C -0.160 -0.490 0.212
3 C 0.941 0.503 0.292
4 F 1.321 0.675 1.586
5 Cl 2.320 -0.285 -0.659
6 Cl 0.648 2.127 -0.427
7 H -2.065 -1.182 -0.340
8 H -1.686 0.483 -1.029
9 H -0.025 -1.409 0.870

Calculated values
**ΔE to the lowest compared entry with this formula, charge and spin**: 29.6 kJ/mol
**SMILES**: C=CC(F)(Cl)Cl
**2S+1**: 1
**DFT total energy**: -30921.0078 eV

Mulliken atomic charge list, values in e, 4 entries: atom 1 (C): -0.615, atom 2 (C): -0.335, atom 3 (C): 0.691, atom 4 (F): -0.186